Here is a cluster of 8 separate species, C50H36NO16 in total at a distorted geometry from the OMol25 dataset. Energies are from ωB97M-V with the def2-TZVPD basis set.

## Properties
Net charge = +1
HOMO energy = -11.15 eV
E_LUMO = -5.33 eV
HOMO-LUMO gap = 5.826 eV

Geometry (Å):
C 3.532 0.448 1.438
C 2.897 1.480 2.354
O 2.886 2.939 2.037
C 1.626 3.174 1.260
O 1.450 4.176 0.394
C 0.426 2.066 1.513
C -0.378 2.167 2.976
C -1.542 1.015 3.212
N -1.818 -0.027 2.152
C -1.127 -0.163 0.813
C 0.080 0.907 0.395
H 4.492 -0.095 1.895
H 3.111 0.160 0.383
H 2.367 1.019 3.318
H -0.113 3.012 3.772
H -2.100 1.052 4.251
H -2.571 -0.743 2.371
H -1.353 -1.021 0.021
H 0.672 0.872 -0.617
C 1.549 8.975 3.454
C 0.510 9.233 2.654
C 0.013 8.226 1.695
O -0.937 8.462 0.961
C 0.708 6.924 1.656
C 1.747 6.666 2.456
C 2.244 7.673 3.415
O 3.194 7.437 4.149
H 1.927 9.703 4.162
H -0.010 10.183 2.671
H 0.330 6.197 0.948
H 2.267 5.716 2.439
C 6.035 -4.310 -0.440
C 5.845 -3.184 0.254
C 4.823 -3.103 1.316
O 4.647 -2.072 1.951
C 4.022 -4.313 1.582
C 4.212 -5.439 0.888
C 5.234 -5.521 -0.174
O 5.410 -6.552 -0.809
H 6.780 -4.387 -1.223
H 6.426 -2.288 0.071
H 3.277 -4.237 2.365
H 3.631 -6.336 1.071
C 8.094 -1.707 -3.644
C 8.699 -1.108 -4.674
C 8.679 -1.701 -6.026
O 9.234 -1.154 -6.968
C 7.963 -2.981 -6.195
C 7.358 -3.581 -5.165
C 7.378 -2.987 -3.814
O 6.823 -3.534 -2.871
H 8.100 -1.286 -2.646
H 9.228 -0.168 -4.566
H 7.957 -3.403 -7.193
H 6.829 -4.520 -5.273
C 9.930 -4.661 -10.666
C 11.143 -4.464 -11.192
C 12.331 -4.293 -10.333
O 13.442 -4.111 -10.813
C 12.127 -4.348 -8.871
C 10.914 -4.544 -8.346
C 9.726 -4.716 -9.205
O 8.615 -4.898 -8.725
H 9.048 -4.788 -11.282
H 11.309 -4.422 -12.261
H 13.009 -4.221 -8.256
H 10.748 -4.586 -7.276
C -5.435 -1.524 -0.735
C -6.038 -1.158 -1.870
C -5.819 0.179 -2.458
O -6.372 0.515 -3.496
C -4.908 1.094 -1.743
C -4.305 0.729 -0.607
C -4.524 -0.608 -0.020
O -3.971 -0.944 1.018
H -5.585 -2.500 -0.290
H -6.709 -1.818 -2.407
H -4.758 2.071 -2.187
H -3.634 1.389 -0.071
C -8.141 1.460 2.538
C -7.422 0.494 1.957
C -7.937 -0.885 1.850
O -7.279 -1.769 1.319
C -9.276 -1.156 2.408
C -9.995 -0.191 2.990
C -9.480 1.189 3.097
O -10.138 2.073 3.627
H -7.778 2.477 2.626
H -6.438 0.677 1.541
H -9.639 -2.173 2.321
H -10.979 -0.373 3.405
C -11.652 1.590 6.286
C -12.465 2.572 6.684
C -13.253 2.459 7.927
O -14.000 3.357 8.291
C -13.106 1.218 8.714
C -12.292 0.235 8.316
C -11.504 0.349 7.073
O -10.758 -0.549 6.709
H -11.067 1.657 5.376
H -12.584 3.489 6.118
H -13.690 1.151 9.623
H -12.174 -0.681 8.882